A 2-piece molecular cluster, C25H26ClF3N4O7 overall at a distorted geometry, computed with ωB97M-V/def2-TZVPD.

Structure (XYZ):
```
66
Properties=species:S:1:pos:R:3
Cl 8.591 0.609 -4.363
F -0.621 2.813 -3.112
F -0.700 2.684 -5.320
F -1.472 1.015 -4.083
O -0.913 2.877 0.122
O -3.945 0.863 6.235
O -5.579 -2.437 4.830
O 3.165 -0.297 -6.338
O 3.628 -2.553 -3.549
O 3.449 0.708 -1.899
O 8.523 -2.267 -3.710
N -5.033 1.154 4.280
N -6.734 -0.858 5.812
N 1.645 1.233 -3.015
N 3.490 0.153 -4.123
C 5.905 0.235 -4.245
C 0.864 1.313 -4.176
C -3.446 0.446 1.221
C 4.810 -1.871 -3.738
C -2.741 1.357 0.410
C -5.838 -1.239 4.890
C 7.158 -0.368 -4.130
C -4.247 3.091 5.490
C 2.896 0.668 -2.985
C -1.594 2.007 0.911
C -7.363 0.443 6.040
C -3.008 0.187 2.534
C 7.259 -1.731 -3.817
C -1.158 1.752 2.229
C 1.411 0.756 -5.315
C 4.733 -0.501 -4.049
C 6.077 -2.473 -3.637
C 2.734 0.152 -5.285
C -5.159 -0.261 3.889
C -3.784 -0.777 3.415
C -0.514 1.973 -4.176
C -1.868 0.844 3.038
C 3.665 -3.744 -2.752
C -4.399 1.594 5.367
C 8.674 -3.518 -3.027
H -1.540 0.646 4.051
H 2.646 -4.028 -2.474
H -7.020 -1.614 6.415
H -5.330 1.844 3.611
H 1.292 1.577 -2.124
H -3.927 -1.708 2.863
H -3.181 -1.012 4.294
H -3.061 1.557 -0.602
H 4.236 -3.583 -1.832
H 8.174 -3.495 -2.054
H -4.317 -0.062 0.831
H -3.781 3.481 4.587
H -0.228 3.338 0.608
H 4.109 -4.571 -3.314
H -7.601 0.924 5.090
H 6.141 -3.531 -3.426
H 9.736 -3.719 -2.860
H -5.807 -0.270 3.013
H -0.278 2.244 2.617
H -3.611 3.309 6.347
H 0.885 0.755 -6.263
H 8.263 -4.337 -3.626
H -6.696 1.079 6.625
H -5.225 3.545 5.634
H 5.845 1.292 -4.478
H -8.286 0.306 6.604
```

Calculated values
HOMO-LUMO gap: 8.65 eV
SMILES: COc1cc(OC)c(-n2c(=O)cc(C(F)(F)F)[nH]c2=O)cc1Cl.CNC(=O)[C@H](Cc1ccc(O)cc1)NC(C)=O
Largest force on an atom: 3.05 eV Å⁻¹

So, what does the Löwdin scheme give us? The charges, in e, come out as: Cl 0.688; F 0.133; F 0.142; F 0.143; O 0.038; O 0.058; O 0.045; O 0.095; O -0.067; O 0.094; O -0.108; N 0.094; N 0.037; N 0.181; N 0.119; C 0.004; C -0.075; C -0.028; C -0.174; C -0.004; C -0.446; C -0.559; C 0.008; C -0.436; C -0.319; C -0.066; C -0.228; C -0.271; C -0.011; C 0.092; C -0.143; C 0.065; C -0.391; C -0.175; C -0.103; C -0.515; C -0.024; C -0.060; C -0.584; C -0.064; H 0.115; H 0.095; H 0.143; H 0.147; H 0.168; H 0.124; H 0.121; H 0.108; H 0.100; H 0.098; H 0.111; H 0.079; H 0.101; H 0.090; H 0.081; H 0.101; H 0.095; H 0.151; H 0.106; H 0.087; H 0.134; H 0.090; H 0.073; H 0.081; H 0.129; H 0.085

***

C25H26CrI2N7O5S2 as an isolated structure, computed with ωB97M-V/def2-TZVPD.

Structure (XYZ):
```
68
Properties=species:S:1:pos:R:3
I 0.400 0.169 -4.242
I -4.312 -3.383 -3.188
Cr 1.200 0.346 0.606
S 1.989 -2.056 0.614
S 0.186 3.279 -0.239
O 3.020 0.915 0.289
O 0.743 3.101 -1.556
O 0.115 4.624 0.280
O 4.486 2.451 0.978
O 0.494 0.013 -1.155
N -0.750 -0.042 1.299
N 2.741 -1.869 -2.041
N 0.870 2.318 0.878
N 1.625 -3.602 -1.591
N 1.578 0.133 2.670
N 3.434 -0.661 -2.009
N 1.962 -3.733 -2.904
C -2.299 2.804 0.827
C -1.914 1.964 -1.398
C -0.792 -0.885 -2.895
C -1.467 2.641 -0.277
C 0.487 0.011 3.434
C -4.004 1.487 -0.279
C 2.792 0.008 3.216
C 2.647 -2.659 -3.162
C -3.176 1.385 -1.391
C -3.555 2.220 0.824
C -0.519 -0.744 -1.518
C -0.834 0.224 2.742
C 2.086 -2.486 -1.030
C 0.581 -0.239 4.792
C 3.347 2.075 0.824
C 3.285 -2.321 -4.453
C -2.459 -2.161 -1.132
C -1.272 -1.349 0.874
C -1.843 -1.638 -3.384
C 2.155 2.880 1.337
C 2.963 -0.228 4.566
C -1.394 -1.422 -0.631
C -5.363 0.843 -0.273
C -2.684 -2.282 -2.490
C 1.837 -0.355 5.365
H -2.263 -1.509 1.311
H -1.252 1.873 -2.249
H 2.202 2.848 2.430
H 3.154 -3.156 -5.136
H -2.009 -1.707 -4.450
H -1.107 1.274 2.865
H 1.088 -4.314 -1.125
H 3.628 0.104 2.534
H -0.317 -0.340 5.386
H -3.131 -2.645 -0.433
H -1.613 -0.382 3.212
H 2.279 3.925 1.056
H 1.936 -0.547 6.425
H 4.345 -2.121 -4.300
H -5.606 0.441 0.712
H -5.416 0.032 -0.998
H 2.834 -1.426 -4.877
H -1.950 3.381 1.675
H -1.291 0.678 0.821
H -0.605 -2.122 1.256
H 2.740 0.083 -2.079
H -4.203 2.333 1.686
H -3.509 0.823 -2.256
H -6.136 1.571 -0.528
H 3.860 -0.556 -1.088
H 3.959 -0.315 4.974
```

Calculated values
HOMO-LUMO gap (alpha / beta): 7.85 / 7.78 eV
Spin multiplicity: 4
Energy above the lowest of the compared OMol25 structures with the same formula, charge and spin: 0.000 eV
Largest force on an atom: 0.11 eV Å⁻¹

So, what does the Löwdin scheme give us? The charges, in e, come out as: I 1.078; I 0.853; Cr 0.680; S 0.779; S 0.601; O -0.207; O -0.299; O -0.299; O 0.078; O -0.280; N -0.104; N -0.072; N -0.272; N 0.047; N 0.006; N 0.150; N 0.141; C -0.075; C -0.048; C -0.613; C -0.289; C -0.224; C -0.262; C -0.090; C -0.342; C -0.018; C -0.037; C -0.439; C -0.100; C -0.681; C 0.000; C -0.610; C -0.022; C -0.127; C -0.148; C -0.231; C -0.167; C -0.022; C -0.146; C -0.041; C -0.756; C -0.035; H 0.127; H 0.081; H 0.121; H 0.087; H 0.082; H 0.132; H 0.159; H 0.125; H 0.121; H 0.102; H 0.134; H 0.120; H 0.115; H 0.088; H 0.078; H 0.074; H 0.013; H 0.122; H 0.085; H 0.086; H 0.063; H 0.116; H 0.122; H 0.087; H 0.083; H 0.116

***

A 4-piece molecular cluster, C25H26F3N3O11 overall at a distorted geometry, computed with ωB97M-V/def2-TZVPD.

Structure (XYZ):
```
68
Properties=species:S:1:pos:R:3
F 4.316 3.371 5.793
F 6.300 3.429 5.132
F 4.830 4.431 4.012
O 1.748 -4.666 -6.292
O -0.880 0.441 3.423
O -5.793 -2.407 -4.751
O 6.935 0.391 4.942
O -0.361 -4.553 -6.730
O 2.537 1.823 3.028
O 6.130 1.721 3.336
O -3.827 -3.181 -5.185
O -1.153 0.700 -1.250
O -0.165 1.032 0.637
O 0.588 2.782 3.779
N -4.842 -3.126 -4.511
N -0.683 1.425 -0.390
N 0.620 -4.263 -6.070
C 4.854 2.037 3.916
C 1.352 -2.118 -3.105
C -5.033 -5.566 -1.070
C 3.876 2.144 2.732
C 1.956 2.661 3.996
C -6.058 -3.966 -2.542
C -0.803 5.595 -1.020
C -3.895 -5.580 -1.866
C -0.216 5.084 0.130
C -1.011 -2.037 -3.557
C -6.114 -4.763 -1.410
C 6.670 0.561 3.823
C -0.202 2.273 4.849
C -1.364 4.738 -1.958
C -0.182 3.716 0.345
C -4.915 -3.986 -3.322
C -3.833 -4.788 -3.001
C -0.738 2.875 -0.605
C -1.333 3.369 -1.753
C 5.060 3.352 4.712
C 1.531 -2.985 -4.172
C 0.431 -3.361 -4.924
C -0.841 -2.900 -4.627
C -0.322 0.754 4.674
C 0.082 -1.642 -2.798
H -1.824 5.139 -2.852
H -1.693 -3.199 -5.213
H 2.518 -3.354 -4.408
H 2.393 3.666 4.009
H 0.184 2.547 5.834
H -1.212 2.671 4.784
H -0.188 0.612 2.772
H 0.273 3.320 1.243
H -2.947 -4.800 -3.619
H -1.768 2.704 -2.485
H 6.858 -0.213 3.067
H -0.822 6.665 -1.187
H 4.560 1.244 4.598
H -5.077 -6.182 -0.181
H -7.000 -4.756 -0.790
H -0.056 -0.962 -1.969
H 2.203 -1.811 -2.512
H 4.207 1.401 2.013
H -0.916 0.306 5.470
H 0.687 0.324 4.738
H 3.964 3.102 2.214
H -1.999 -1.667 -3.315
H -6.898 -3.340 -2.803
H 2.137 2.215 4.982
H -3.055 -6.207 -1.601
H 0.219 5.754 0.861
```

Calculated values
HOMO-LUMO gap: 9.01 eV
SMILES: O=CO[C@H](COCOCCO)C(F)(F)F.O=[N+]([O-])c1ccccc1.O=[N+]([O-])c1ccccc1.O=[N+]([O-])c1ccccc1
Largest force on an atom: 2.81 eV Å⁻¹

So, what does the Löwdin scheme give us? The charges, in e, come out as: F 0.174; F 0.185; F 0.185; O 0.069; O -0.051; O 0.087; O 0.155; O 0.079; O -0.069; O -0.005; O 0.058; O 0.063; O 0.083; O -0.094; N -0.333; N -0.316; N -0.352; C -0.147; C -0.063; C -0.070; C -0.123; C -0.260; C -0.003; C -0.069; C -0.060; C -0.059; C -0.052; C -0.065; C -0.331; C -0.172; C -0.064; C 0.009; C -0.143; C 0.002; C -0.137; C -0.001; C -0.661; C -0.009; C -0.144; C -0.012; C -0.240; C -0.063; H 0.109; H 0.083; H 0.117; H 0.140; H 0.125; H 0.127; H 0.052; H 0.107; H 0.114; H 0.121; H 0.153; H 0.108; H 0.167; H 0.108; H 0.108; H 0.074; H 0.106; H 0.140; H 0.123; H 0.118; H 0.141; H 0.109; H 0.119; H 0.132; H 0.110; H 0.109

***

A 4-piece molecular cluster, C25H26F3N3O9 overall at a distorted geometry, computed with ωB97M-V/def2-TZVPD.

Structure (XYZ):
```
66
Properties=species:S:1:pos:R:3
F -2.429 0.873 -4.640
F -0.195 -0.215 -4.655
F -1.979 -1.193 -5.911
O -0.625 -1.046 2.501
O 1.514 1.678 4.733
O 1.132 3.384 6.060
O -3.912 -2.395 -1.167
O 3.667 2.436 -1.027
O -2.179 -2.590 2.624
O -2.723 -0.496 -2.241
O -1.751 -2.565 -3.287
O 5.404 3.593 -1.702
N -1.112 -2.075 2.991
N 4.427 2.860 -1.911
N 1.467 2.894 4.971
C 3.030 1.674 -3.584
C 1.838 3.817 3.892
C 2.576 4.190 1.622
C -1.571 -1.689 -0.202
C 4.992 2.910 -4.326
C -0.871 -3.916 4.637
C -2.063 -1.271 -3.291
C -6.204 -3.084 -2.251
C 1.533 -2.811 5.558
C -0.152 -4.548 5.653
C 2.585 5.566 1.858
C 0.824 -2.171 4.539
C -5.354 -4.417 -2.692
C -1.665 -0.430 -4.681
C 3.590 1.770 -5.935
C -0.375 -2.730 4.078
C 4.708 2.555 -5.646
C -5.270 -1.927 -1.487
C 4.147 2.471 -3.298
C 2.213 6.070 3.105
C -2.967 -1.258 -1.013
C 2.203 3.308 2.638
C 1.836 5.198 4.128
C 2.754 1.328 -4.908
C 1.047 -3.997 6.109
H -1.234 -2.774 -0.511
H 1.218 -1.248 4.118
H -0.696 -0.925 -0.473
H 2.466 -2.386 5.921
H 1.549 5.607 5.095
H -6.695 -2.580 -3.211
H -4.988 -5.062 -1.769
H 2.369 1.322 -2.795
H 1.606 -4.497 6.898
H 2.205 2.238 2.440
H -1.803 -4.358 4.292
H 1.886 0.715 -5.140
H 5.865 3.525 -4.118
H -5.799 -1.650 -0.477
H 2.221 7.144 3.281
H -3.515 -0.507 -0.262
H -1.718 -1.572 0.976
H 2.884 6.249 1.065
H -0.525 -5.473 6.089
H -4.463 -4.215 -3.429
H 5.356 2.893 -6.452
H -7.106 -3.386 -1.548
H -6.120 -5.118 -3.279
H 3.368 1.502 -6.966
H 2.864 3.804 0.646
H -5.283 -0.999 -2.231
```

Calculated values
HOMO-LUMO gap: 9.02 eV
SMILES: CCCO[C@@H](C)OC(=O)C(F)(F)F.O=[N+]([O-])c1ccccc1.O=[N+]([O-])c1ccccc1.O=[N+]([O-])c1ccccc1
Largest force on an atom: 8.85 eV Å⁻¹

So, what does the Löwdin scheme give us? The charges, in e, come out as: F 0.012; F 0.020; F 0.043; O 0.046; O 0.048; O 0.060; O -0.158; O 0.044; O 0.053; O -0.017; O 0.050; O 0.067; N -0.308; N -0.316; N -0.325; C 0.007; C -0.144; C -0.055; C -0.020; C -0.001; C 0.001; C -0.139; C -0.213; C -0.060; C -0.068; C -0.067; C 0.009; C -0.149; C -0.127; C -0.067; C -0.133; C -0.067; C -0.192; C -0.142; C -0.071; C -0.301; C 0.009; C -0.005; C -0.059; C -0.071; H 0.104; H 0.113; H 0.108; H 0.111; H 0.117; H 0.111; H 0.088; H 0.119; H 0.108; H 0.120; H 0.119; H 0.089; H 0.119; H 0.128; H 0.107; H 0.180; H 0.050; H 0.108; H 0.108; H 0.078; H 0.109; H 0.108; H 0.079; H 0.110; H 0.080; H 0.135